Here is 3 unconnected molecules or ions with the total composition C38H79N2O7S2 from the Open Molecules 2025 dataset. Energies are from wB97M-V/def2-TZVPD.

The geometry in ORCA input format:
```
! RIJCOSX wB97M-V def2-TZVPD def2/J DEFGRID3
* xyz 1 1
C -4.58 -3.67 -0.25
C -4.44 -4.49 -1.57
C -3.20 -5.45 -1.44
C -1.86 -4.69 -1.77
C -0.61 -5.61 -1.43
C -0.18 -6.41 -2.70
C 0.84 -5.68 -3.65
C 0.78 -4.11 -3.67
C 2.11 -3.64 -4.41
C 2.48 -2.15 -3.99
C 1.74 -1.08 -4.86
C 2.59 -0.58 -6.09
C 3.88 0.26 -5.73
C 3.54 1.70 -5.14
C 3.75 1.75 -3.57
C 5.24 2.22 -3.26
C 6.23 1.04 -2.98
C 5.98 0.55 -1.49
C 7.02 1.36 -0.58
C 6.27 2.09 0.60
S 7.37 3.40 1.31
C 6.59 4.23 2.77
C 6.75 5.79 2.64
C 7.08 6.41 4.05
C 6.07 7.52 4.53
S 4.33 7.10 4.19
C 3.64 8.63 3.55
N 4.39 9.55 3.00
N 3.64 10.60 2.59
C 2.41 10.23 2.91
O 2.33 9.04 3.53
H -4.66 -4.28 0.67
H -5.46 -2.99 -0.31
H -3.68 -3.03 -0.15
H -5.37 -5.03 -1.84
H -4.22 -3.75 -2.37
H -3.07 -5.83 -0.39
H -3.34 -6.33 -2.11
H -1.80 -3.71 -1.25
H -1.82 -4.50 -2.87
H 0.20 -5.00 -0.98
H -0.97 -6.29 -0.62
H 0.36 -7.32 -2.32
H -1.10 -6.78 -3.19
H 0.58 -6.01 -4.69
H 1.86 -6.06 -3.46
H 0.81 -3.64 -2.67
H -0.06 -3.77 -4.31
H 2.00 -3.66 -5.51
H 2.92 -4.30 -4.04
H 3.58 -1.97 -4.04
H 2.20 -1.95 -2.92
H 1.53 -0.18 -4.24
H 0.77 -1.45 -5.27
H 2.85 -1.46 -6.72
H 1.95 0.10 -6.69
H 4.50 -0.24 -4.95
H 4.51 0.34 -6.64
H 4.21 2.42 -5.65
H 2.46 1.90 -5.31
H 3.08 2.51 -3.12
H 3.59 0.77 -3.08
H 5.57 2.79 -4.16
H 5.24 2.94 -2.41
H 7.27 1.40 -3.09
H 6.08 0.18 -3.66
H 4.95 0.78 -1.15
H 6.23 -0.53 -1.39
H 7.80 0.66 -0.21
H 7.54 2.14 -1.18
H 6.07 1.33 1.39
H 5.35 2.57 0.22
H 7.47 4.39 0.36
H 5.53 3.90 2.86
H 7.14 3.85 3.66
H 7.66 5.96 2.01
H 5.91 6.28 2.11
H 8.10 6.84 4.01
H 7.11 5.65 4.86
H 6.41 8.48 4.09
H 6.17 7.63 5.63
H 1.56 10.88 2.67
C -1.30 0.37 4.57
O -0.24 1.25 4.87
C 1.00 0.79 4.35
C 1.92 1.96 4.10
O 1.62 2.69 2.91
C 0.44 3.49 2.94
C 0.58 4.73 3.79
O 0.46 4.40 5.17
C 1.17 5.28 6.00
H -1.14 -0.60 5.05
H -2.22 0.81 4.95
H -1.40 0.24 3.49
H 0.85 0.24 3.42
H 1.45 0.12 5.09
H 2.93 1.56 3.94
H 1.98 2.62 4.96
H -0.44 2.91 3.21
H 0.29 3.82 1.90
H -0.22 5.44 3.55
H 1.55 5.20 3.59
H 2.23 5.27 5.73
H 1.07 4.94 7.03
H 0.77 6.30 5.91
C -7.80 -3.32 1.71
O -8.92 -3.28 0.86
C -8.59 -3.63 -0.48
C -9.81 -4.20 -1.19
O -10.09 -5.55 -0.84
C -10.64 -5.77 0.46
C -12.08 -5.31 0.60
O -12.15 -3.90 0.76
C -13.37 -3.37 0.29
H -7.05 -2.58 1.41
H -8.13 -3.09 2.73
H -7.35 -4.32 1.72
H -7.78 -4.37 -0.50
H -8.26 -2.72 -0.99
H -9.58 -4.22 -2.26
H -10.68 -3.56 -1.06
H -10.00 -5.34 1.23
H -10.61 -6.85 0.60
H -12.52 -5.77 1.50
H -12.65 -5.64 -0.28
H -13.51 -3.60 -0.77
H -13.33 -2.29 0.40
H -14.21 -3.76 0.87
*
```

Values from the calculation:
HOMO-LUMO gap = 7.027 eV
DFT total energy = -2927.34316 Ha
HOMO level = -10.0 eV
Energy relative to the best compared isomer or geometry (same formula, charge and spin) = 0.0 kJ/mol